Formula: C7H10FIO2
Source: OMol25
Level of theory: the ωB97M-V functional and the def2-TZVPD basis

Element x y z (Å)
C1 3.16 0.31 -0.14
C2 1.77 -0.27 -0.42
I1 2.00 -2.40 -0.71
C3 0.84 0.03 0.75
C4 -0.59 -0.19 0.31
C5 -1.41 0.97 -0.29
C6 -2.79 0.35 -0.27
F1 -3.66 0.99 0.55
C7 -2.57 -1.02 0.47
O1 -3.16 -1.99 0.38
O2 -1.47 -0.81 1.24
H1 3.22 1.35 -0.45
H2 3.88 -0.24 -0.72
H3 3.38 0.23 0.91
H4 1.37 0.13 -1.34
H5 1.05 1.06 1.04
H6 1.13 -0.63 1.55
H7 -0.53 -0.92 -0.50
H8 -1.35 1.92 0.22
H9 -1.09 1.02 -1.32
H10 -3.19 0.11 -1.25

## Properties
Calculated total energy: -22333.5218 eV
Spin multiplicity: 1
SMILES string: C[C@@H](I)C[C@@H]1C[C@H](F)C(=O)O1
Highest occupied orbital energy: -9.69 eV
Molecular weight: 272.057 g/mol

---

Formula: C16H12N2O5PdSSe2Te2
Source: OMol25
Level of theory: the ωB97M-V functional and the def2-TZVPD basis

Element x y z (Å)
Pd1 0.11 1.56 -3.56
Se1 2.48 2.30 -3.23
Te1 2.20 4.23 -1.74
Te2 0.42 5.64 -3.28
Se2 -0.82 3.80 -4.25
O1 -2.95 -1.04 -4.84
C1 -2.05 -0.40 -4.29
O2 -1.66 0.77 -4.59
C2 -1.38 -1.05 -3.07
C3 -1.96 -2.22 -2.53
C4 -1.42 -2.77 -1.41
C5 -0.29 -2.17 -0.81
C6 0.29 -2.66 0.38
C7 1.36 -2.03 0.95
C8 1.91 -0.89 0.31
C9 1.39 -0.41 -0.85
C10 0.25 -1.02 -1.43
N1 -0.31 -0.48 -2.56
H1 -2.83 -2.62 -3.04
H2 -1.86 -3.65 -0.95
H3 -0.16 -3.51 0.87
H4 1.74 -2.35 1.91
H5 2.75 -0.39 0.76
H6 1.79 0.48 -1.33
N2 -0.89 1.94 -0.10
C11 -0.50 1.41 1.13
C12 -1.23 0.37 1.72
C13 -0.77 -0.24 2.87
C14 0.41 0.16 3.47
C15 1.12 1.22 2.91
C16 0.67 1.84 1.76
S1 1.07 -0.75 4.86
O3 1.82 -1.84 4.24
O4 1.92 0.20 5.57
O5 -0.09 -1.21 5.61
H7 -1.85 1.82 -0.37
H8 -0.46 2.80 -0.40
H9 -2.14 0.03 1.24
H10 -1.33 -1.05 3.32
H11 2.03 1.55 3.40
H12 1.24 2.65 1.31

## Properties
Calculated total energy: -189604.0121 eV
Spin multiplicity: 3
Highest occupied orbital energy (spin up / spin down): -2.18 / -2.79 eV
Relative energy (zero: lowest compared OMol25 entry of this formula, charge and spin): 0.00 kcal/mol
Total charge: -2
Molecular weight: 863.888 g/mol

---

Formula: H40O20
Source: OMol25
Level of theory: the ωB97M-V functional and the def2-TZVPD basis

Element x y z (Å)
O1 -2.02 -1.20 -2.87
H1 -2.73 -0.72 -3.30
H2 -2.00 -0.85 -1.98
O2 -1.28 4.83 -1.86
H3 -0.49 5.14 -1.41
H4 -1.21 3.88 -1.82
O3 -0.80 -3.15 0.42
H5 -0.86 -3.59 -0.43
H6 -0.52 -2.26 0.21
O4 -0.22 1.93 -1.98
H7 0.29 1.88 -1.18
H8 0.38 1.66 -2.67
O5 3.77 1.89 -0.32
H9 4.53 1.41 -0.65
H10 4.02 2.81 -0.42
O6 1.78 -0.01 -3.36
H11 2.02 0.86 -3.68
H12 1.76 -0.56 -4.15
O7 -2.69 1.92 -0.60
H13 -1.94 1.76 -1.18
H14 -3.07 1.05 -0.46
O8 -3.17 -2.22 1.95
H15 -2.51 -2.84 1.65
H16 -3.87 -2.77 2.31
O9 2.81 2.39 3.40
H17 2.63 1.45 3.43
H18 2.00 2.77 3.07
O10 -0.18 2.52 2.55
H19 -0.37 3.35 2.98
H20 -1.04 2.21 2.25
O11 0.33 -3.00 -2.38
H21 0.70 -2.20 -2.02
H22 -0.42 -2.69 -2.90
O12 -4.78 -0.72 0.30
H23 -4.83 -1.26 -0.49
H24 -4.17 -1.18 0.87
O13 -2.55 0.66 2.60
H25 -3.39 0.87 3.02
H26 -2.56 -0.30 2.53
O14 -0.55 -0.48 0.39
H27 0.13 0.19 0.28
H28 -0.98 -0.24 1.21
O15 1.01 1.66 0.25
H29 0.68 2.19 0.97
H30 1.96 1.77 0.28
O16 1.98 -1.43 3.71
H31 1.59 -1.49 2.84
H32 2.65 -2.12 3.72
O17 -2.64 3.87 1.38
H33 -3.05 4.58 0.89
H34 -2.77 3.10 0.83
O18 3.13 -4.07 -2.07
H35 2.36 -3.54 -1.88
H36 3.78 -3.45 -2.40
O19 2.52 -1.35 -1.10
H37 2.97 -0.77 -0.48
H38 2.35 -0.80 -1.86
O20 3.04 -4.43 0.91
H39 3.15 -3.70 0.29
H40 3.34 -5.19 0.42

## Properties
Calculated total energy: -41601.6221 eV
Spin multiplicity: 1
Highest occupied orbital energy: -10.74 eV
Relative energy (zero: lowest compared OMol25 entry of this formula, charge and spin): 32.35 kcal/mol
Molecular weight: 360.300 g/mol

---

Formula: C2H6S2
Source: OMol25
Level of theory: the ωB97M-V functional and the def2-TZVPD basis

Element x y z (Å)
S1 -2.22 -0.10 0.00
C1 -0.48 -0.20 0.29
C2 0.53 0.86 -0.06
S2 2.16 -0.25 -0.12
H1 -2.52 -0.14 -1.28
H2 0.24 -1.07 -0.33
H3 -0.52 -0.24 1.40
H4 0.61 1.88 0.51
H5 0.30 1.06 -0.94
H6 2.41 0.04 1.19

## Properties
Calculated total energy: -23839.0658 eV
Spin multiplicity: 1
SMILES string: SCCS
Highest occupied orbital energy: -8.90 eV
Relative energy (zero: lowest compared OMol25 entry of this formula, charge and spin): 63.36 kcal/mol
Molecular weight: 94.204 g/mol

---

Formula: C24H68N4O8
Source: OMol25
Level of theory: the ωB97M-V functional and the def2-TZVPD basis

Element x y z (Å)
C1 -0.68 2.97 -5.51
C2 -1.62 3.65 -6.49
C3 -2.89 2.89 -6.75
O1 -3.59 3.55 -7.88
C4 -4.22 2.58 -8.74
N1 -2.04 4.87 -5.95
H1 -0.49 1.94 -5.82
H2 -1.15 2.81 -4.54
H3 0.31 3.41 -5.45
H4 -1.16 3.98 -7.42
H5 -3.62 2.77 -5.95
H6 -2.55 1.90 -7.05
H7 -4.99 2.06 -8.15
H8 -3.67 1.71 -9.10
H9 -4.72 3.02 -9.60
H10 -2.95 4.94 -6.38
H11 -2.18 4.71 -4.96
C5 0.39 1.42 -1.57
C6 0.24 1.07 -0.08
C7 0.55 -0.41 0.43
O2 0.29 -0.43 1.88
C8 -0.16 -1.75 2.21
N2 1.08 2.03 0.62
H12 1.34 1.09 -2.01
H13 0.54 2.48 -1.73
H14 -0.48 1.12 -2.15
H15 -0.80 1.34 0.07
H16 1.58 -0.73 0.27
H17 -0.18 -1.04 -0.07
H18 -0.57 -1.75 3.22
H19 0.66 -2.45 2.08
H20 -1.05 -2.09 1.68
H21 2.01 1.83 0.29
H22 1.05 1.55 1.51
C9 -3.37 -5.95 5.45
C10 -2.99 -4.83 4.41
C11 -2.40 -5.34 3.11
O3 -1.12 -5.93 3.34
C12 -0.47 -6.56 2.17
N3 -4.22 -4.23 4.25
H23 -2.53 -6.55 5.80
H24 -3.99 -6.68 4.91
H25 -3.92 -5.56 6.31
H26 -2.27 -4.25 4.97
H27 -2.33 -4.47 2.45
H28 -3.08 -6.03 2.61
H29 -1.01 -7.35 1.65
H30 0.51 -6.90 2.51
H31 -0.34 -5.73 1.47
H32 -4.49 -4.03 5.20
H33 -4.86 -4.90 3.83
C13 3.40 3.84 -3.40
C14 3.54 2.82 -4.51
C15 4.90 2.72 -5.13
O4 4.93 1.64 -6.08
C16 6.21 1.43 -6.53
N4 2.97 1.54 -4.07
H34 3.99 3.68 -2.50
H35 2.35 3.87 -3.12
H36 3.54 4.85 -3.79
H37 2.90 3.08 -5.34
H38 5.71 2.43 -4.46
H39 4.97 3.74 -5.52
H40 6.67 2.35 -6.89
H41 6.16 0.72 -7.35
H42 6.84 0.99 -5.76
H43 3.27 1.07 -4.91
H44 3.77 1.20 -3.55
C17 -1.01 3.09 3.20
C18 0.23 3.90 3.51
O5 0.90 4.29 2.33
H45 -1.43 2.76 4.15
H46 -0.73 2.13 2.74
H47 -1.64 3.72 2.58
H48 0.79 3.23 4.16
H49 -0.06 4.77 4.10
H50 0.84 3.51 1.76
C19 4.09 0.14 3.45
C20 3.93 1.45 2.70
O6 4.18 1.28 1.39
H51 4.14 0.35 4.52
H52 5.06 -0.31 3.27
H53 3.26 -0.54 3.25
H54 4.60 2.23 3.05
H55 2.97 1.96 2.84
H56 4.15 2.14 0.96
C21 -4.30 -0.27 1.06
C22 -4.44 -1.64 1.81
O7 -3.84 -1.59 3.08
H57 -3.28 0.11 1.13
H58 -4.93 0.40 1.65
H59 -4.86 -0.33 0.13
H60 -3.84 -2.32 1.20
H61 -5.40 -2.14 1.79
H62 -3.74 -2.47 3.45
C23 1.06 -2.90 6.31
C24 0.23 -4.12 6.66
O8 1.13 -4.92 7.30
H63 1.92 -3.10 5.67
H64 1.16 -2.13 7.07
H65 0.47 -2.22 5.69
H66 -0.02 -4.59 5.70
H67 -0.71 -4.08 7.21
H68 1.56 -5.50 6.66

## Properties
Calculated total energy: -48314.4510 eV
Spin multiplicity: 2
Highest occupied orbital energy (spin up / spin down): -10.16 / -10.12 eV
Relative energy (zero: lowest compared OMol25 entry of this formula, charge and spin): 89.90 kcal/mol
Total charge: +1
Molecular weight: 540.828 g/mol

---

Formula: C13H19BrFeOSi
Source: OMol25
Level of theory: the ωB97M-V functional and the def2-TZVPD basis

Element x y z (Å)
C1 -0.35 -2.21 -0.65
C2 1.06 -2.10 -0.40
C3 1.22 -1.89 1.00
H1 1.84 -2.14 -1.14
C4 -0.07 -1.70 1.60
C5 -1.05 -1.97 0.60
H2 -2.12 -2.13 0.78
H3 -0.83 -2.57 -1.58
H4 2.16 -1.93 1.55
H5 -0.27 -1.43 2.63
Fe1 0.18 -0.02 -0.05
Br1 -1.16 0.70 -1.81
C6 -4.68 1.77 -2.80
C7 -5.44 0.82 -2.04
C8 -5.37 -0.44 -2.72
H6 -5.99 1.03 -1.13
C9 -4.56 -0.27 -3.89
C10 -4.14 1.10 -3.94
H7 -3.52 1.54 -4.71
H8 -4.55 2.82 -2.57
H9 -5.85 -1.36 -2.41
H10 -4.34 -1.03 -4.63
C11 2.86 0.14 3.46
Si1 2.89 0.86 1.70
C12 3.28 2.70 1.87
C13 4.40 0.00 0.93
O1 1.53 0.86 0.84
H11 3.79 0.40 3.98
H12 2.79 -0.95 3.51
H13 2.05 0.55 4.07
H14 4.20 2.96 2.41
H15 3.36 3.15 0.87
H16 2.45 3.21 2.37
H17 4.35 -1.09 0.92
H18 4.58 0.33 -0.10
H19 5.31 0.26 1.49

## Properties
Calculated total energy: -128145.3747 eV
Spin multiplicity: 6
Highest occupied orbital energy (spin up / spin down): -2.44 / -2.36 eV
Relative energy (zero: lowest compared OMol25 entry of this formula, charge and spin): 0.00 kcal/mol
Total charge: -1
Molecular weight: 355.129 g/mol